1.
# C20H49B2NO16P5

4 unconnected molecules or ions with the total composition C20H49B2NO16P5 in a non-equilibrium geometry (the ωB97M-V functional and the def2-TZVPD basis, the Open Molecules 2025 dataset).

Total charge: +1
Gap between HOMO and LUMO in Eh: 0.2560
Energy relative to the best compared isomer or geometry (same formula, charge and spin) in kcal/mol: 271.7
Strongest force on any atom in eV/Å: 9.98

Geometry as XYZ:
```
93
Properties=species:S:1:pos:R:3:lowdin_charge:R:1
C -1.90 3.30 5.09 -0.136
C -0.91 2.84 3.85 -0.422
P -0.66 4.40 2.80 0.860
C -2.30 4.85 1.93 -0.419
C -2.61 6.44 2.04 -0.158
P 0.79 4.00 1.16 0.925
C 2.47 3.46 1.81 -0.184
B 2.69 1.85 1.88 -0.560
O 2.84 1.22 3.19 0.070
O 2.78 0.97 0.74 0.094
B -0.07 2.70 0.03 -0.637
O -0.54 1.49 0.70 0.035
O -0.30 2.84 -1.38 -0.032
C -1.62 2.25 -1.63 -0.065
C 1.00 5.70 0.31 -0.260
C 2.39 6.44 0.37 -0.019
C 2.46 7.84 -0.31 -0.017
C 1.16 8.36 -0.98 -0.094
N -0.09 7.70 -1.08 0.035
C -0.14 6.43 -0.45 -0.114
H -1.29 3.82 5.91 0.085
H -2.59 4.11 4.65 0.060
H -2.50 2.40 5.46 0.081
H 0.11 2.48 4.23 0.086
H -1.40 2.03 3.20 0.071
H -3.12 4.24 2.46 0.087
H -2.34 4.54 0.83 0.057
H -2.60 6.97 1.02 0.066
H -1.86 6.96 2.73 0.068
H -3.69 6.52 2.44 0.085
H 2.58 3.85 2.90 0.117
H 3.36 3.89 1.21 0.108
H 3.69 0.73 3.16 0.126
H 2.52 0.06 1.05 0.107
H 0.16 0.80 0.68 0.111
H -1.62 1.11 -1.65 0.107
H -2.33 2.65 -0.81 0.099
H -2.08 2.60 -2.63 0.119
H 3.28 6.00 0.91 0.084
H 3.42 8.47 -0.29 0.103
H 1.23 9.41 -1.45 0.117
H -1.15 5.87 -0.49 0.099
C 4.90 -4.80 -1.59 -0.138
O 4.25 -4.14 -0.50 -0.239
P 2.73 -3.42 -0.85 0.709
O 2.97 -2.32 0.17 -0.277
O 1.95 -4.66 -0.12 -0.254
C 1.87 -5.91 -0.81 -0.113
O 1.21 -2.77 -1.34 -0.246
C 1.29 -1.54 -2.04 -0.139
H 5.95 -4.48 -1.62 0.088
H 4.86 -5.88 -1.44 0.085
H 4.43 -4.54 -2.54 0.064
H 2.60 -6.60 -0.38 0.092
H 2.07 -5.79 -1.88 0.077
H 0.87 -6.32 -0.68 0.090
H 1.99 -1.61 -2.87 0.086
H 1.59 -0.73 -1.36 0.062
H 0.30 -1.30 -2.43 0.084
C -9.08 0.66 5.25 -0.145
O -7.98 1.47 5.67 -0.243
P -6.70 1.63 4.53 0.705
O -5.68 1.72 5.66 -0.256
O -7.20 3.15 4.16 -0.259
C -8.35 3.29 3.33 -0.123
O -5.46 1.77 3.35 -0.267
C -4.59 0.65 3.27 -0.152
H -9.33 -0.03 6.06 0.089
H -9.95 1.30 5.06 0.082
H -8.85 0.09 4.35 0.072
H -9.21 3.55 3.95 0.090
H -8.56 2.36 2.79 0.081
H -8.17 4.09 2.62 0.089
H -5.18 -0.27 3.16 0.082
H -3.96 0.59 4.16 0.073
H -3.95 0.76 2.39 0.078
C 5.90 -6.52 -7.45 -0.146
O 5.64 -6.53 -6.04 -0.248
P 4.35 -7.54 -5.52 0.702
O 4.00 -6.59 -4.39 -0.277
O 5.42 -8.65 -4.97 -0.255
C 6.08 -9.47 -5.92 -0.120
O 3.06 -8.61 -5.14 -0.240
C 1.75 -8.09 -5.38 -0.140
H 6.00 -5.49 -7.78 0.087
H 6.83 -7.05 -7.65 0.082
H 5.09 -7.00 -8.01 0.074
H 7.10 -9.10 -6.06 0.089
H 5.57 -9.47 -6.89 0.082
H 6.12 -10.49 -5.54 0.092
H 1.68 -7.71 -6.40 0.081
H 1.52 -7.30 -4.67 0.074
H 1.03 -8.90 -5.26 0.089
```

=====

2.
# CHCl3FOP

2 unconnected molecules or ions with the total composition CHCl3FOP in a non-equilibrium geometry (the ωB97M-V functional and the def2-TZVPD basis, the Open Molecules 2025 dataset).

⟨S²⟩: 2.006
Gap between HOMO and LUMO (spin up / spin down) in Eh: 0.3541 / 0.2792
Multiplicity: 3
Energy relative to the best compared isomer or geometry (same formula, charge and spin) in kcal/mol: 0.0
Strongest force on any atom in eV/Å: 3.14

Geometry as XYZ:
```
8
Properties=species:S:1:pos:R:3:lowdin_charge:R:1
C -0.03 -1.20 0.25 -0.290
O 1.63 1.13 0.11 -0.376
F 0.45 -1.82 1.30 0.016
P 0.46 0.46 -0.42 -0.115
Cl -1.28 2.04 1.88 0.050
Cl -1.25 1.39 -0.91 0.312
Cl 1.01 -0.36 -2.22 0.321
H -1.00 -1.64 0.00 0.081
```

=====

3.
# C5H9N3S

A single C5H9N3S molecule in a non-equilibrium geometry (the ωB97M-V functional and the def2-TZVPD basis, the Open Molecules 2025 dataset).

SMILES string: CCN(N)c1nccs1
Gap between HOMO and LUMO in Eh: 0.3391
Energy relative to the best compared isomer or geometry (same formula, charge and spin) in kcal/mol: 33.2
Strongest force on any atom in eV/Å: 5.11

Geometry as XYZ:
```
18
Properties=species:S:1:pos:R:3:lowdin_charge:R:1
C -2.56 0.33 0.87 -0.077
C -1.52 0.15 -0.31 -0.218
N -0.38 -0.65 0.16 -0.175
N -0.27 -2.05 -0.15 0.019
C 1.05 -0.12 -0.18 -0.603
N 1.10 1.15 -0.38 0.030
C 2.46 1.50 -0.42 -0.227
C 3.38 0.47 -0.23 -0.391
S 2.50 -1.01 -0.01 1.018
H -2.37 -0.35 1.70 0.068
H -2.48 1.27 1.40 0.058
H -3.57 0.29 0.55 0.043
H -1.99 -0.28 -1.17 0.089
H -1.14 1.15 -0.66 0.105
H -0.66 -2.28 -1.11 0.112
H -0.67 -2.54 0.54 0.014
H 2.73 2.57 -0.46 0.106
H 4.41 0.38 -0.14 0.029
```

=====

4.
# C5H12O

2 unconnected molecules or ions with the total composition C5H12O (the ωB97M-V functional and the def2-TZVPD basis, the Open Molecules 2025 dataset).

Gap between HOMO and LUMO (spin up / spin down) in Eh: 0.2927 / 0.3008
Energy relative to the best compared isomer or geometry (same formula, charge and spin) in kcal/mol: 88.7
Strongest force on any atom in eV/Å: 0.98

Geometry as XYZ:
```
18
Properties=species:S:1:pos:R:3:lowdin_charge:R:1
C 2.33 -0.40 -0.74 -0.112
C 1.50 -0.96 0.42 -0.231
C 0.37 -0.06 0.80 -0.205
O -0.79 -0.58 1.04 -0.107
C -1.90 0.02 1.36 -0.063
C -1.63 0.89 -1.61 -0.045
H 3.20 -1.03 -0.94 0.069
H 2.69 0.61 -0.52 0.072
H 1.73 -0.34 -1.66 0.071
H 2.17 -1.13 1.28 0.106
H 1.09 -1.94 0.15 0.116
H 0.49 1.01 0.95 0.132
H -0.80 0.61 -0.95 -0.021
H -1.91 1.10 1.44 0.075
H -2.77 -0.61 1.42 0.067
H -2.15 1.77 -1.20 0.025
H -2.34 0.06 -1.68 0.030
H -1.23 1.13 -2.59 0.021
```

=====

5.
# C3H5N3S

A single C3H5N3S molecule in a non-equilibrium geometry (the ωB97M-V functional and the def2-TZVPD basis, the Open Molecules 2025 dataset).

Gap between HOMO and LUMO in Eh: 0.3184
Energy relative to the best compared isomer or geometry (same formula, charge and spin) in kcal/mol: 93.2
Strongest force on any atom in eV/Å: 5.60

Geometry as XYZ:
```
12
Properties=species:S:1:pos:R:3:lowdin_charge:R:1
C 0.94 0.57 -1.12 -0.300
C -0.82 1.85 -0.67 -0.293
C 0.77 -0.17 -0.04 -0.347
N 0.23 1.59 -1.50 0.015
N -0.87 1.34 0.52 0.129
N -0.04 -2.29 1.14 -0.366
S 1.24 -1.18 1.20 0.870
H 1.59 0.23 -1.81 0.083
H -1.51 2.53 -1.09 0.095
H -1.64 1.38 1.07 0.012
H 0.05 -2.94 0.31 0.054
H 0.06 -2.91 2.00 0.049
```

=====

6.
# C6H10N2O3S

A molecular structure, C6H10N2O3S in a non-equilibrium geometry (the ωB97M-V functional and the def2-TZVPD basis, the Open Molecules 2025 dataset).

Gap between HOMO and LUMO in Eh: 0.2930
Energy relative to the best compared isomer or geometry (same formula, charge and spin) in kcal/mol: 59.6
Strongest force on any atom in eV/Å: 5.36

Geometry as XYZ:
```
22
Properties=species:S:1:pos:R:3:lowdin_charge:R:1
C 0.57 1.73 -0.24 -0.126
C 0.75 1.60 1.14 -0.073
C 0.31 0.56 -1.03 -0.256
C 0.44 0.33 1.73 -0.020
C 0.81 -0.77 -0.48 -0.386
C 0.10 -0.77 0.84 -0.350
N -0.50 -1.90 1.25 0.185
N 2.22 -0.86 -0.33 0.091
O -2.14 0.89 -2.08 -0.179
O -1.87 -1.12 -0.76 -0.325
O -2.20 1.03 0.39 -0.260
S -1.52 0.29 -0.63 0.713
H 0.68 2.74 -0.62 0.115
H 0.81 2.32 1.82 0.065
H 0.35 0.70 -2.12 0.144
H -0.04 0.22 2.76 0.133
H 0.36 -1.58 -1.08 0.154
H -0.92 -1.87 2.14 0.110
H -0.61 -2.62 0.67 0.057
H 2.71 -1.20 -1.21 0.127
H -2.86 0.27 -2.09 0.038
H 2.52 0.01 -0.05 0.043
```